Entry 1:
C6H8IN2O | wB97M-V/def2-TZVPD

Structure (XYZ):
```
18
Properties=species:S:1:pos:R:3:forces:R:3:lowdin_charge:R:1
C 2.55942 -2.45496 0.63991 2.0 -2.2 2.3 0.15
C -0.33753 -0.72740 0.71590 0.1 0.9 0.4 0.02
C 0.88861 0.21093 -1.24932 0.4 -0.8 -2.2 -0.28
C -1.25195 1.43350 -0.28717 1.0 -2.0 -0.7 -0.22
C 0.97480 -0.82296 -0.17386 -3.1 3.4 1.4 -0.23
C -1.34743 0.40522 0.82675 0.9 1.1 -1.3 -0.09
N 1.90355 -1.54524 0.27348 0.2 0.3 -0.1 -0.01
N 0.14578 1.41581 -0.83901 -1.1 0.7 0.0 -0.55
O -2.38037 0.54629 1.62895 2.1 0.8 -3.0 0.24
I 0.14577 2.80812 -2.39504 0.1 -0.4 0.4 0.96
H 3.26809 -2.66870 1.52995 -1.1 0.9 -1.9 0.12
H -0.97629 -1.27760 0.08353 -1.7 -1.3 -1.2 0.15
H -0.29937 -1.30081 1.60195 0.2 -0.6 1.1 0.12
H 1.82224 0.70928 -1.50622 0.5 -0.8 0.1 0.09
H 0.59235 -0.37743 -2.23280 -0.2 1.5 1.5 0.15
H -2.00797 1.16474 -1.05986 0.0 0.1 0.4 0.14
H -1.43787 2.44072 0.04835 -0.3 0.2 0.4 0.11
H -2.26182 0.04048 2.39452 -0.1 -1.8 2.4 0.13
```
Forces are in eV/Å.

Values from the calculation:
Charge: +1
Total energy: -715.400049 Eh
Max |F|: 4.789 eV Å⁻¹
LUMO energy (spin up / spin down): -5.343 / -5.343 eV
Energy above the lowest of the compared OMol25 structures with the same formula, charge and spin: 2.958 eV
HOMO-LUMO gap (spin up / spin down): 6.188 / 6.189 eV
HOMO level (spin up / spin down): -11.53 / -11.53 eV

=====

Entry 2:
C6H8INO | wB97M-V/def2-TZVPD

Structure (XYZ):
```
17
Properties=species:S:1:pos:R:3:forces:R:3:lowdin_charge:R:1
C 1.09485 0.62591 0.47080 2.4 2.4 0.9 -0.40
C 0.09876 -1.47021 0.08320 0.6 0.5 0.5 -0.48
C 2.01329 1.55466 0.88090 -3.4 0.1 -1.9 0.04
C 0.08969 0.86773 -0.57072 0.1 -1.9 -2.4 -0.11
C -0.67929 -0.46437 -0.79544 -0.1 1.1 2.1 -0.23
C -2.19527 -0.43102 -0.46684 0.8 -0.2 1.6 -0.03
N 1.04063 -0.70058 0.87231 -1.9 -1.3 -2.0 -0.49
O 0.00278 -2.67351 0.15884 -0.2 1.1 -0.1 0.02
I 1.97725 -1.73778 2.26120 0.8 0.0 0.7 1.02
H 2.80517 1.17028 1.37165 2.6 -0.7 2.1 -0.02
H 1.97654 2.64543 0.64635 -0.1 -1.3 -0.1 0.08
H -0.48527 1.71047 -0.40297 -1.5 1.5 0.7 0.10
H 0.51497 1.06012 -1.58571 0.5 0.1 1.0 0.14
H -0.47968 -0.69765 -1.80881 -0.4 -0.8 -1.0 0.13
H -2.45880 -1.44453 -0.27269 -0.5 -1.0 0.0 0.06
H -2.75483 -0.12903 -1.30759 -0.6 0.6 -0.9 0.06
H -2.56078 0.11409 0.46552 1.1 -0.3 -1.2 0.11
```
Forces are in eV/Å.

Values from the calculation:
Charge: 0
Total energy: -661.068618 Eh
Max |F|: 3.895 eV Å⁻¹
LUMO energy: -0.004 eV
Energy above the lowest of the compared OMol25 structures with the same formula, charge and spin: 0.000 eV
HOMO-LUMO gap: 8.316 eV
HOMO level: -8.32 eV

=====

Entry 3:
C6H8INOS | wB97M-V/def2-TZVPD

Structure (XYZ):
```
18
Properties=species:S:1:pos:R:3:forces:R:3:lowdin_charge:R:1
C 1.37685 0.15452 1.92234 0.3 1.2 -3.1 0.02
C 2.74078 -0.14089 1.85594 -1.5 0.3 -1.8 -0.09
C 1.11768 0.49026 0.58480 -1.7 0.3 0.8 -0.37
C 0.01361 0.89431 -1.73164 0.8 -2.0 0.9 -0.12
C -1.23853 0.00274 0.20682 0.4 -0.2 -4.7 -0.11
C -0.07035 0.93051 -0.21273 -1.7 -0.1 1.4 -0.81
N 3.16602 -0.10240 0.60587 2.8 -0.5 1.3 -0.08
O 2.17066 0.32048 -0.15385 0.2 -0.3 -0.7 -0.01
S 5.23480 -0.57018 -0.99284 -0.3 0.1 0.3 0.05
I -0.52611 2.99863 0.45794 0.1 -0.4 -0.1 0.81
H 0.80452 0.40234 2.75816 -0.9 -0.1 1.0 0.10
H 3.29647 -0.30843 2.70602 1.8 -0.7 1.2 0.10
H -0.97372 1.00508 -2.18403 0.2 0.2 0.1 0.09
H 0.73934 1.59089 -2.08641 0.4 0.4 -0.6 0.07
H 0.38063 -0.17258 -1.89980 -0.4 1.3 -0.4 0.12
H -2.18803 0.43189 -0.05773 -0.4 0.4 0.1 0.06
H -1.23149 -0.31150 1.17156 0.1 -0.9 2.8 0.04
H -1.13324 -0.88367 -0.54000 -0.2 1.0 1.6 0.13
```
Forces are in eV/Å.

Values from the calculation:
Charge: 0
Total energy: -1059.123831 Eh
Max |F|: 4.704 eV Å⁻¹
LUMO energy: -1.498 eV
Energy above the lowest of the compared OMol25 structures with the same formula, charge and spin: 3.194 eV
HOMO-LUMO gap: 7.509 eV
HOMO level: -9.01 eV

=====

Entry 4:
C6H8INS | wB97M-V/def2-TZVPD

Structure (XYZ):
```
17
Properties=species:S:1:pos:R:3:forces:R:3:lowdin_charge:R:1
C 0.12347 1.07684 -1.98106 0.5 -3.6 -0.6 -0.04
C -0.49289 0.27917 -0.81516 0.1 2.0 -0.2 -0.28
C -1.83431 0.31669 -0.36852 1.0 0.0 -2.0 -0.07
C -1.85668 -0.34420 0.86126 -0.1 -0.3 1.1 -0.12
C -0.51435 -0.66164 1.11242 -1.9 -3.1 4.7 -0.59
S -0.06457 -1.95802 2.50503 -0.6 1.9 -2.3 0.20
I 1.28255 -0.79303 4.08320 0.0 0.2 0.0 0.33
N 0.30947 -0.32401 0.14431 -1.3 1.4 -1.7 -0.17
C 1.75875 -0.34460 0.22579 -1.3 0.6 -1.2 -0.02
H 0.96267 1.74295 -1.70898 -0.4 -0.5 -0.1 0.07
H 0.46020 0.19940 -2.74316 -0.3 2.4 1.3 0.12
H -0.65841 1.62636 -2.46450 -0.3 0.4 -0.3 0.05
H -2.64389 0.68794 -1.04739 0.8 -0.3 1.2 0.12
H -2.74933 -0.54158 1.51364 1.4 0.1 -0.8 0.12
H 1.98707 -0.26897 -0.89379 0.9 -0.7 1.9 0.11
H 2.08298 0.58400 0.75539 0.1 -0.9 -0.3 0.10
H 1.84727 -1.27729 0.82153 1.4 0.5 -0.8 0.05
```
Forces are in eV/Å.

Values from the calculation:
Charge: 0
SMILES: Cc1ccc(SI)n1C
Total energy: -984.013667 Eh
Max |F|: 5.920 eV Å⁻¹
LUMO energy: -0.472 eV
Energy above the lowest of the compared OMol25 structures with the same formula, charge and spin: 0.311 eV
HOMO-LUMO gap: 7.581 eV
HOMO level: -8.05 eV

=====

Entry 5:
C6H8LiO6Tl | wB97M-V/def2-TZVPD

Structure (XYZ):
```
22
Properties=species:S:1:pos:R:3:forces:R:3:lowdin_charge:R:1
O -3.88130 0.93297 0.35811 -0.9 0.4 -0.3 0.09
C -2.90300 0.21741 0.87297 1.7 0.9 0.5 -0.61
C -4.60861 0.15086 -0.60665 -0.1 0.0 0.0 -0.08
O -2.91984 -1.03514 0.45476 -0.1 -0.9 -0.2 0.05
C -4.07689 -1.26634 -0.36706 -0.1 -0.1 0.0 -0.08
H -4.37506 0.53515 -1.60623 -0.1 -0.1 0.2 0.14
H -5.67764 0.25374 -0.40081 0.2 0.0 -0.1 0.13
H -3.75576 -1.77224 -1.28192 -0.1 0.1 0.2 0.14
H -4.77545 -1.89930 0.19198 0.2 0.1 -0.2 0.14
O -2.02578 0.67661 1.57421 -1.5 0.1 -0.9 -0.12
Tl 0.02370 -0.39079 2.53113 1.8 -0.8 0.7 0.90
C 2.55560 -0.35428 1.74768 -0.5 0.2 1.0 -0.34
C 2.84128 -0.16525 0.30399 0.4 0.2 -1.5 -0.30
O 3.77054 0.97674 0.03379 -0.5 -0.3 0.8 0.00
C 4.27581 1.12594 -1.18201 0.6 -0.1 0.0 -0.83
O 3.98485 0.33025 -2.11894 -0.2 -0.1 -0.6 -0.12
O 5.10773 2.06775 -1.34702 -0.1 0.1 -0.4 -0.12
H 3.00225 0.46523 2.34366 -0.3 -0.3 -0.2 0.01
H 2.98718 -1.30659 2.10948 -0.1 0.4 0.0 0.00
H 1.93593 0.05899 -0.28036 0.3 0.0 -0.1 0.09
H 3.32723 -1.04141 -0.15059 -0.3 0.2 0.1 0.11
Li 5.18722 1.43972 -3.18016 -0.4 -0.1 1.0 0.82
```
Forces are in eV/Å.

Values from the calculation:
Charge: 0
Total energy: -864.887827 Eh
Max |F|: 2.028 eV Å⁻¹
LUMO energy: -0.174 eV
Energy above the lowest of the compared OMol25 structures with the same formula, charge and spin: 0.000 eV
HOMO-LUMO gap: 5.756 eV
HOMO level: -5.93 eV

=====

Entry 6:
C6H8LiO6Yb | wB97M-V/def2-TZVPD

Structure (XYZ):
```
22
Properties=species:S:1:pos:R:3:forces:R:3:lowdin_spin:R:1
O -0.74095 0.05101 -3.32190 0.2 -0.3 0.0 0.00
C -0.03871 -0.32235 -2.29798 -1.1 0.1 -0.9 0.00
C -1.25172 1.39032 -3.12085 -0.2 0.5 -0.1 0.00
O 0.49939 -1.41891 -2.22460 -0.2 0.7 -0.5 0.00
O -0.02413 0.56437 -1.32765 0.0 0.6 0.9 0.00
C -1.01256 1.62934 -1.62770 -0.1 0.1 -0.5 0.00
H -2.31003 1.39106 -3.39331 0.3 0.0 0.0 0.00
H -0.67824 2.06748 -3.76139 -0.2 -0.2 0.1 0.00
H -1.90689 1.46012 -1.02099 0.4 0.0 0.0 0.00
H -0.55662 2.60039 -1.41938 -0.1 -0.3 0.1 0.00
O 0.25021 0.35379 2.55920 -2.4 0.6 0.1 0.19
C -1.06908 0.84994 2.21952 4.6 2.9 -3.1 0.50
C 0.37517 -0.99649 2.96788 -0.3 -1.7 0.9 0.01
O -0.91837 1.72008 1.35606 -2.3 -2.5 2.7 0.26
O 1.35730 -1.29741 0.79620 -0.2 0.4 -0.5 0.00
C 1.51435 -1.60135 2.15580 0.4 0.3 0.7 0.01
H -0.56910 -1.52653 2.76623 0.3 0.1 0.1 0.01
H 0.59548 -1.06234 4.04483 -0.1 0.1 -0.4 0.00
H 1.54225 -2.68982 2.33860 -0.1 0.3 0.1 0.00
H 2.47098 -1.18103 2.51576 -0.3 -0.2 0.0 0.00
Li 0.77588 0.54686 0.66763 0.2 -0.1 -0.1 0.02
Yb 1.69540 -2.52854 -0.87196 0.9 -1.3 0.4 0.00
```
Forces are in eV/Å.

Values from the calculation:
Charge: +2
Total energy: -1850.546992 Eh
Max |F|: 6.281 eV Å⁻¹
LUMO energy (spin up / spin down): -7.649 / -9.206 eV
Energy above the lowest of the compared OMol25 structures with the same formula, charge and spin: 0.000 eV
HOMO-LUMO gap (spin up / spin down): 8.354 / 6.797 eV
HOMO level (spin up / spin down): -16.00 / -16.00 eV
Spin multiplicity: 2

=====

Entry 7:
C6H8N | wB97M-V/def2-TZVPD

Structure (XYZ):
```
15
Properties=species:S:1:pos:R:3:forces:R:3:lowdin_charge:R:1
C -0.90493 -1.37423 1.27591 -0.7 1.0 -1.8 0.00
C -0.31891 -0.19674 0.56635 0.1 1.7 0.7 -0.13
C -0.39607 -0.00829 -0.93995 1.6 -1.5 1.9 -0.08
C -0.36220 1.39411 -1.11939 0.8 1.2 -0.5 0.04
N 0.85000 1.92232 -1.10229 -1.7 2.0 -0.2 0.16
C 1.68297 1.06321 -0.60080 -0.3 -0.7 -0.7 0.04
C 1.01071 -0.15263 -0.28148 -1.4 0.8 -0.3 -0.07
H -0.84882 -2.30498 0.78420 0.1 -0.9 -1.0 0.09
H -1.93658 -1.11806 1.41156 -0.9 0.0 -0.1 0.11
H -0.58233 -1.53292 2.23465 1.4 0.0 2.4 0.07
H -0.40460 0.72788 1.17134 0.1 -0.4 -0.4 0.17
H -0.89201 -0.78632 -1.47540 -0.1 -0.3 -0.5 0.18
H -1.20748 2.02215 -1.05386 -1.0 0.7 -0.4 0.15
H 2.72668 1.31098 -0.71655 0.4 -0.4 0.7 0.16
H 1.58356 -0.96649 -0.15429 1.7 -3.2 0.1 0.12
```
Forces are in eV/Å.

Values from the calculation:
Charge: +1
SMILES: C[C@@H]1[C@H]2C=[N+]=C[C@@H]12
Total energy: -287.804279 Eh
Max |F|: 3.573 eV Å⁻¹
LUMO energy: -6.531 eV
Energy above the lowest of the compared OMol25 structures with the same formula, charge and spin: 4.135 eV
HOMO-LUMO gap: 9.239 eV
HOMO level: -15.77 eV

=====

Entry 8:
C6H8N | wB97M-V/def2-TZVPD

Structure (XYZ):
```
15
Properties=species:S:1:pos:R:3:forces:R:3:lowdin_charge:R:1
C -3.34027 -1.20156 0.18608 1.2 1.1 -1.0 0.22
C -2.43594 -0.40672 0.07248 -1.7 -1.6 0.6 -0.11
N -1.50398 0.50356 0.04538 6.2 2.0 0.6 0.05
C -0.17345 0.83486 -0.00216 -6.9 0.4 0.3 -0.03
C 1.16144 0.37551 0.03160 0.6 0.8 0.0 -0.20
C 1.31853 -1.07063 -0.39933 0.3 -0.9 2.5 -0.06
C -1.17944 1.96630 0.02758 0.5 0.5 0.1 0.08
H -4.09892 -1.80468 -0.22054 -0.7 -0.7 0.4 0.06
H 1.69076 1.16598 -0.52892 0.4 -0.4 0.3 0.15
H 1.43303 0.48064 1.13980 -0.1 0.1 -1.2 0.19
H 0.46875 -1.54885 0.23387 1.2 -0.1 -1.9 0.11
H 2.21258 -1.31686 0.26071 -0.7 -0.6 -1.8 0.10
H 1.40588 -1.30575 -1.51303 -0.3 0.3 1.9 0.12
H -1.22120 2.66176 0.96768 -0.4 -1.6 -1.8 0.17
H -1.46800 2.31942 -0.98138 0.4 0.7 0.9 0.13
```
Forces are in eV/Å.

Values from the calculation:
Charge: +1
SMILES: C#C[N+]1=C(CC)C1
Total energy: -287.707878 Eh
Max |F|: 6.913 eV Å⁻¹
LUMO energy: -5.700 eV
Energy above the lowest of the compared OMol25 structures with the same formula, charge and spin: 6.758 eV
HOMO-LUMO gap: 8.729 eV
HOMO level: -14.43 eV